Density functional theory data (ωB97M-V/def2-TZVPD) for a 3-piece molecular cluster, C6H12Cl6 overall at a distorted geometry.

The geometry in XYZ format:
```
24
Properties=species:S:1:pos:R:3:forces:R:3:mulliken_charge:R:1
Cl -1.8711 4.7785 4.7255 0.5519 0.1811 0.3067 -0.18
C -2.0510 4.0953 3.1032 -2.0627 -0.0862 0.1811 -0.49
C -0.9171 3.3631 2.5180 0.9492 -0.2323 -0.2794 -0.24
Cl 0.4591 4.5340 2.3813 -0.0839 -0.7944 -0.1464 -0.19
H -2.4181 4.8931 2.4575 0.2724 -0.0030 0.0180 0.34
H -2.8853 3.4133 3.2669 -0.0196 -0.1892 -0.4191 0.29
H -1.1658 2.9610 1.5359 -0.0894 0.6135 -0.2704 0.25
H -0.6626 2.4381 3.0353 0.4929 0.4979 0.6069 0.21
Cl -0.9171 -2.1194 -3.2522 0.1991 0.0422 0.2157 -0.17
C 0.6195 -3.0236 -3.1918 0.0467 -1.1409 -1.0178 -0.46
C 1.7589 -2.2849 -3.9006 -0.6394 0.7325 0.3519 -0.43
Cl 1.3381 -1.9257 -5.6511 0.3692 -0.3395 1.1458 -0.18
H 0.4470 -3.9683 -3.7076 -0.2022 0.1052 -0.2636 0.34
H 0.7794 -3.3658 -2.1693 0.4631 0.7148 0.1249 0.29
H 2.7275 -2.7838 -3.8676 -0.3242 -0.3088 -0.1205 0.36
H 1.8733 -1.3328 -3.3825 0.1084 0.1924 -0.3865 0.25
Cl -1.1367 -0.3601 2.0787 0.6535 -0.7735 -1.0242 -0.18
C -0.3764 -1.2711 0.6818 -0.8108 -0.2824 -1.3076 -0.44
C 1.1235 -1.1684 0.5969 -0.3909 1.0273 0.2800 -0.21
Cl 1.8079 -1.8928 2.0106 0.9036 -0.6202 1.2423 -0.18
H -0.8060 -0.9100 -0.2526 -0.0426 0.7265 0.1575 0.24
H -0.7138 -2.3057 0.6204 0.0280 -0.0831 1.0000 0.38
H 1.3720 -0.1072 0.6076 0.2699 -0.0619 -0.1313 0.32
H 1.6151 -1.6569 -0.2444 -0.6424 0.0822 -0.2642 0.08
```
Forces are in eV/Å.

Its energy above the lowest of the compared OMol25 structures with the same formula, charge and spin is 19.80 kcal/mol. The HOMO energy is -10.6 eV. The SMILES is ClCCCl.ClCCCl.ClCCCl. The calculation puts the orbital gap at 11.00 eV. Its largest force on an atom is 2.07 eV Å⁻¹. As for the multiplicity: 1.

=====

Density functional theory data (ωB97M-V/def2-TZVPD) for C6H12ClCr2O6 as an isolated structure at a distorted geometry.

The geometry in XYZ format:
```
27
Properties=species:S:1:pos:R:3:forces:R:3:mulliken_spin:R:1
Cr -6.1424 -15.7988 -1.8371 1.2553 -2.4177 0.3952 4.00
Cr -3.0474 -17.1173 -5.5456 -2.2055 0.1298 -1.2786 4.00
Cl -4.7268 -16.3562 -3.8894 0.0054 0.0871 0.2060 -0.01
C -6.1746 -19.9485 -2.2207 -0.0119 0.5660 -0.2040 0.00
O -5.6428 -19.8586 -0.8828 0.0375 0.0476 -0.1602 0.00
C -5.6067 -18.7021 -0.2944 0.3463 -1.5059 0.2240 -0.01
O -5.6428 -17.6179 -0.9231 -0.7753 2.6693 -1.0245 0.01
O -5.4518 -18.8444 0.9696 0.2251 0.2417 -0.1330 0.00
C -5.0691 -17.7111 1.7646 0.5046 0.7868 0.6244 0.00
H -7.2015 -19.6038 -2.1258 -0.1721 -0.3307 -0.5218 0.00
H -6.0709 -20.9615 -2.5923 -0.2470 -0.2148 0.5759 0.00
H -5.6127 -19.3308 -2.9243 0.0308 0.2664 0.2573 0.00
H -4.1677 -17.2297 1.3783 -0.2386 -0.0293 -0.4082 0.00
H -4.7634 -18.0566 2.7483 -0.4520 -0.4021 -0.0474 0.00
H -5.9037 -17.0187 1.8536 0.0194 -0.0234 0.0247 0.00
C -4.1239 -16.1614 -9.6091 -0.4636 0.4993 -1.0580 0.00
O -5.1724 -17.1033 -9.2321 0.5213 0.3045 1.2302 0.00
C -5.2731 -17.4553 -7.9941 -0.8711 -0.8410 -1.0899 0.00
O -4.4046 -17.2623 -7.1111 1.9247 0.6319 1.9344 0.00
O -6.3655 -18.1230 -7.7905 -0.0415 0.4668 -0.4280 0.01
C -7.0620 -18.0973 -6.5455 0.5351 -0.1189 1.0203 0.00
H -4.5985 -15.6106 -10.4207 0.2072 -0.1363 -0.1096 0.00
H -3.2631 -16.6946 -9.9992 0.0847 -0.0504 0.2591 0.00
H -3.9212 -15.4161 -8.8439 0.1193 -0.3975 0.3068 0.00
H -6.6425 -18.8609 -5.8868 -0.3237 -0.2713 -0.1766 0.00
H -8.1098 -18.2527 -6.7712 0.0358 -0.1778 -0.0239 0.00
H -6.9265 -17.1532 -6.0145 -0.0503 0.2199 -0.3947 0.00
```
Forces are in eV/Å.

Its net charge is +3. Its energy above the lowest of the compared OMol25 structures with the same formula, charge and spin is 0.00 kcal/mol. The HOMO energy (spin up / spin down) is -20.4 / -20.4 eV. The calculation puts the orbital gap (spin up / spin down) at 6.24 / 7.96 eV. Its largest force on an atom is 2.96 eV Å⁻¹. As for the multiplicity: 9.

=====

Density functional theory data (ωB97M-V/def2-TZVPD) for one molecule with the formula C6H12ClNOSi at a distorted geometry.

The geometry in XYZ format:
```
22
Properties=species:S:1:pos:R:3:forces:R:3:mulliken_charge:R:1
C 1.4722 2.8502 -0.4987 0.7706 0.5700 -0.8079 0.17
C 0.7576 -1.9112 0.7615 -1.7812 0.6778 0.1312 -1.05
C -0.1798 -0.1817 -2.0431 1.3123 -1.4789 0.0095 -1.09
C -1.8945 -0.3984 0.2454 1.4547 -0.4063 0.9116 -1.17
C 1.4574 2.7261 2.0534 1.2341 -2.8342 0.3754 -0.51
C 0.9738 2.2899 0.6934 -3.6649 -4.8579 0.8258 0.38
N 1.8304 3.3133 -1.4827 0.1015 0.0585 -0.2595 -0.42
O 1.1001 0.6497 0.5645 -0.2224 4.1935 0.5850 -0.38
Si -0.0425 -0.3357 -0.1518 0.4565 -2.3105 0.4821 0.47
Cl 1.5434 4.4174 2.0309 0.6478 2.2295 0.1934 -0.16
H 0.3709 -2.9578 0.6374 0.4425 1.0887 -0.1951 0.32
H 1.7915 -1.7912 0.5719 1.2462 -0.4910 -0.4274 0.31
H 0.6855 -1.6466 1.8457 -0.2783 -0.1766 -0.7137 0.27
H -0.5621 -1.1766 -2.3727 0.4149 0.4563 0.1022 0.33
H -0.9843 0.4575 -2.2457 -1.2848 1.2204 -0.2418 0.35
H 0.6423 0.1262 -2.7252 -0.2607 -0.3439 0.8086 0.34
H -2.2114 -0.5830 1.2715 0.1180 0.1580 -0.0376 0.31
H -2.3201 0.4607 -0.1571 -1.1422 1.7825 -0.4006 0.40
H -2.2733 -1.1883 -0.3734 -0.0907 -0.7260 -0.3328 0.37
H 2.4070 2.1408 2.3323 -1.0935 1.3338 -0.4898 0.30
H 0.7165 2.4953 2.8127 -0.0462 -0.4771 -0.1760 0.29
H -0.1740 2.3813 0.7214 1.6659 0.3331 -0.3427 0.16
```
Forces are in eV/Å.

Its energy above the lowest of the compared OMol25 structures with the same formula, charge and spin is 3.65 kcal/mol. The HOMO energy is -10.2 eV. The SMILES is C[Si](C)(C)O[C@H](C#N)CCl. The calculation puts the orbital gap at 10.66 eV. Its largest force on an atom is 6.14 eV Å⁻¹. As for the multiplicity: 1.

=====

Density functional theory data (ωB97M-V/def2-TZVPD) for C6H12EuOP as an isolated structure at a distorted geometry.

The geometry in XYZ format:
```
21
Properties=species:S:1:pos:R:3:forces:R:3:mulliken_spin:R:1
C 1.3535 1.1907 -1.2493 -1.0236 0.2770 -0.5389 -0.06
C 1.7832 2.1102 -2.2592 -0.6971 -0.4270 0.3360 0.01
C 0.6461 2.4943 -3.0306 -0.0151 -0.7933 1.0262 0.00
C -0.4989 1.8239 -2.5058 0.6972 -0.2393 0.4510 0.01
C -0.0808 1.0090 -1.4063 0.9779 0.4912 -0.2576 -0.03
Eu 0.6270 -1.1374 1.3625 0.9760 0.6573 -1.0509 6.00
P 0.2189 0.4798 3.7645 -0.1577 1.1479 1.5081 0.00
H 1.9795 0.7114 -0.4828 0.0220 0.1856 -0.2690 0.04
H 2.8058 2.4541 -2.4087 -0.2841 -0.1037 0.0402 0.00
H 0.6501 3.1858 -3.8713 0.0016 -0.1969 0.2232 0.00
H -0.7164 0.3651 -0.7783 0.0364 0.2216 -0.2962 0.02
H -1.5186 1.9130 -2.8750 0.2414 -0.0260 0.0775 0.00
H -0.8448 1.4376 3.8863 0.4119 -0.3798 -0.1029 0.01
H 1.2795 1.3759 4.1446 -0.4221 -0.3754 -0.1707 0.01
H 0.0422 -0.1070 5.0629 0.0906 0.1711 -0.5949 0.00
C -1.0896 -3.5495 0.3761 -0.3470 -0.4020 -0.3584 0.00
O -1.3348 -2.1707 0.7023 -1.0901 0.0444 0.0013 -0.05
H -0.0743 -3.7822 0.7327 -0.2761 -0.0613 -0.0309 0.01
H -1.1342 -3.6890 -0.7116 0.0000 0.0224 0.2995 0.02
H -1.8184 -4.1954 0.8814 0.3155 0.1246 -0.0987 0.02
H -2.2749 -1.9197 0.6654 0.5426 -0.3382 -0.1940 0.00
```
Forces are in eV/Å.

Its energy above the lowest of the compared OMol25 structures with the same formula, charge and spin is 42.20 kcal/mol. The HOMO energy (spin up / spin down) is -5.3 / -5.8 eV. The calculation puts the orbital gap (spin up / spin down) at 4.79 / 4.98 eV. Its largest force on an atom is 1.90 eV Å⁻¹. As for the multiplicity: 7.

=====

Density functional theory data (ωB97M-V/def2-TZVPD) for a 2-piece molecular cluster, C6H12F3IO3Si overall at a distorted geometry.

The geometry in XYZ format:
```
26
Properties=species:S:1:pos:R:3:forces:R:3:mulliken_charge:R:1
C -2.7793 -1.1160 -1.4355 1.3670 -0.9024 0.6311 -0.55
C -0.7560 -0.2615 2.9244 0.0025 -2.2428 0.1431 -0.42
C -0.7592 2.9929 -0.8620 -0.6776 0.7891 3.6599 -0.57
C 2.2472 -1.1505 0.3108 0.7831 -0.4149 -1.3479 0.11
C 3.1720 -2.3370 0.0183 3.0443 -0.4198 -0.1478 0.21
C 2.3063 -0.0113 -0.7079 -0.6469 -1.6400 -1.1802 -0.82
O -2.1467 -0.7489 -0.1917 -0.6626 -0.4931 0.5381 -0.23
O -0.9802 0.5972 1.8172 -0.1703 0.1390 -0.9630 -0.18
O -1.4231 1.7583 -0.6493 0.4324 -1.7438 0.1585 -0.27
F 0.9606 -1.6673 0.4464 -0.5041 0.0178 -0.0063 -0.23
F 3.0668 -3.4010 0.9149 -0.6371 0.9191 -0.5378 -0.27
F 3.0464 -2.8555 -1.2346 -0.6708 -0.0313 0.1076 -0.27
Si -1.1197 0.4108 0.2064 0.8574 0.4829 0.1460 0.51
I 3.9534 1.2577 -0.3815 -0.1756 0.0856 0.1224 -0.03
H -2.8244 -0.1890 -1.9682 0.0452 -0.1547 -1.2929 0.27
H -3.7289 -1.6167 -1.3992 -1.0766 0.6671 1.2486 0.26
H -2.2380 -2.0151 -1.7649 0.7190 1.0153 -0.9359 0.26
H 0.1979 -0.8686 2.7660 -1.2222 0.8582 0.2479 0.17
H -1.6189 -1.0382 3.0813 1.4325 1.5834 -0.4073 0.22
H -0.6554 0.3674 3.8168 -0.0676 -0.2141 -0.2935 0.24
H -1.4273 3.6510 -0.2126 1.4057 0.0252 -1.0708 0.24
H -0.8283 3.2479 -1.8597 -0.2183 0.5015 -2.0805 0.27
H 0.3060 3.0561 -0.5348 -0.8346 -0.4466 -0.0757 0.25
H 2.6038 -0.8502 1.2608 -0.0243 0.7429 1.2251 0.34
H 4.3002 -2.0591 0.0821 -1.9806 0.1350 0.0850 0.19
H 2.4361 -0.4051 -1.7983 -0.5200 0.7415 2.0262 0.33
```
Forces are in eV/Å.

The HOMO energy (spin up / spin down) is -6.9 / -7.8 eV. The calculation puts the orbital gap (spin up / spin down) at 5.85 / 7.23 eV. Its largest force on an atom is 3.80 eV Å⁻¹. As for the multiplicity: 1.

=====

Density functional theory data (ωB97M-V/def2-TZVPD) for a 2-piece molecular cluster, C6H12F3O3 overall at a distorted geometry.

The geometry in XYZ format:
```
24
Properties=species:S:1:pos:R:3:forces:R:3:mulliken_spin:R:1
C 2.6816 0.2053 0.1528 -3.0638 -0.9460 -0.2497 0.00
F 3.0536 1.0199 -0.8419 -0.0722 0.0993 -0.2017 0.00
F 3.5307 -0.8293 0.1536 0.0796 -0.2756 -0.0150 0.00
F 2.8680 0.8704 1.2995 -0.0726 0.0906 0.2041 0.00
C 1.0163 -0.3247 -0.0284 5.6436 2.0350 0.6234 0.00
O -1.2032 -0.9914 -0.3304 -1.1124 -0.6725 -0.1802 0.83
H 1.1011 -0.8249 -1.0025 -0.5907 0.0796 0.6516 0.00
H 0.5189 0.6519 -0.0085 -0.2661 -0.7221 -0.1639 0.00
H 0.9148 -0.9162 0.8915 -0.4357 0.0161 -0.6952 0.00
C -1.5466 -2.2621 -0.5198 -0.0108 0.0842 -0.0122 0.01
O -2.8919 -2.5121 -0.2549 -0.1303 0.0968 0.1974 0.00
C -3.2627 -3.8666 -0.4337 0.1913 -0.2803 -0.1742 0.01
C -4.6884 -4.0949 0.0321 -0.2319 0.0998 -0.1717 0.00
O -4.8175 -4.3967 1.3997 -0.0458 -0.3163 -0.0498 0.00
C -4.7251 -3.2985 2.2728 0.0977 0.4153 0.2057 0.00
H -0.8957 -2.9168 0.1144 -0.0286 0.1960 -0.0936 0.07
H -1.2869 -2.5341 -1.5727 -0.0497 0.0283 0.0931 0.08
H -2.5858 -4.5308 0.1320 -0.1528 0.0905 -0.0944 0.00
H -3.1851 -4.1334 -1.5022 -0.0057 0.0441 0.1688 0.00
H -5.3003 -3.2121 -0.2307 0.1675 -0.1952 0.0265 0.00
H -5.0917 -4.9615 -0.5090 0.0972 0.1776 0.1655 0.00
H -5.4033 -2.4873 1.9590 0.1614 -0.1460 0.0768 0.00
H -3.7005 -2.8988 2.3224 -0.2310 -0.0335 -0.0242 0.00
H -5.0192 -3.6421 3.2718 0.0617 0.0342 -0.2871 0.00
```
Forces are in eV/Å.

Its energy above the lowest of the compared OMol25 structures with the same formula, charge and spin is 0.00 kcal/mol. The HOMO energy (spin up / spin down) is -10.0 / -10.0 eV. The calculation puts the orbital gap (spin up / spin down) at 10.68 / 7.81 eV. Its largest force on an atom is 6.03 eV Å⁻¹. As for the multiplicity: 2.

=====

Question: Number 6 is which compound?
Answer: C6H12F3O3

=====

Repeat the first record exactly.
Density functional theory data (ωB97M-V/def2-TZVPD) for a 3-piece molecular cluster, C6H12Cl6 overall at a distorted geometry.

The geometry in XYZ format:
```
24
Properties=species:S:1:pos:R:3:forces:R:3:mulliken_charge:R:1
Cl -1.8711 4.7785 4.7255 0.5519 0.1811 0.3067 -0.18
C -2.0510 4.0953 3.1032 -2.0627 -0.0862 0.1811 -0.49
C -0.9171 3.3631 2.5180 0.9492 -0.2323 -0.2794 -0.24
Cl 0.4591 4.5340 2.3813 -0.0839 -0.7944 -0.1464 -0.19
H -2.4181 4.8931 2.4575 0.2724 -0.0030 0.0180 0.34
H -2.8853 3.4133 3.2669 -0.0196 -0.1892 -0.4191 0.29
H -1.1658 2.9610 1.5359 -0.0894 0.6135 -0.2704 0.25
H -0.6626 2.4381 3.0353 0.4929 0.4979 0.6069 0.21
Cl -0.9171 -2.1194 -3.2522 0.1991 0.0422 0.2157 -0.17
C 0.6195 -3.0236 -3.1918 0.0467 -1.1409 -1.0178 -0.46
C 1.7589 -2.2849 -3.9006 -0.6394 0.7325 0.3519 -0.43
Cl 1.3381 -1.9257 -5.6511 0.3692 -0.3395 1.1458 -0.18
H 0.4470 -3.9683 -3.7076 -0.2022 0.1052 -0.2636 0.34
H 0.7794 -3.3658 -2.1693 0.4631 0.7148 0.1249 0.29
H 2.7275 -2.7838 -3.8676 -0.3242 -0.3088 -0.1205 0.36
H 1.8733 -1.3328 -3.3825 0.1084 0.1924 -0.3865 0.25
Cl -1.1367 -0.3601 2.0787 0.6535 -0.7735 -1.0242 -0.18
C -0.3764 -1.2711 0.6818 -0.8108 -0.2824 -1.3076 -0.44
C 1.1235 -1.1684 0.5969 -0.3909 1.0273 0.2800 -0.21
Cl 1.8079 -1.8928 2.0106 0.9036 -0.6202 1.2423 -0.18
H -0.8060 -0.9100 -0.2526 -0.0426 0.7265 0.1575 0.24
H -0.7138 -2.3057 0.6204 0.0280 -0.0831 1.0000 0.38
H 1.3720 -0.1072 0.6076 0.2699 -0.0619 -0.1313 0.32
H 1.6151 -1.6569 -0.2444 -0.6424 0.0822 -0.2642 0.08
```
Forces are in eV/Å.

Its energy above the lowest of the compared OMol25 structures with the same formula, charge and spin is 19.80 kcal/mol. The HOMO energy is -10.6 eV. The SMILES is ClCCCl.ClCCCl.ClCCCl. The calculation puts the orbital gap at 11.00 eV. Its largest force on an atom is 2.07 eV Å⁻¹. As for the multiplicity: 1.

=====

Question: What is the formula in the third record?
Answer: C6H12ClNOSi